## a
This record from the OMol25 dataset describes a gas-phase ion, C3H7N2 (charge +1). The level of theory is ωB97M-V/def2-TZVPD.

LUMO energy (spin up / spin down)   -4.520 / -9.128 eV
<S²>   2.0084
HOMO-LUMO gap (spin up / spin down)   9.64 / 7.01 eV
Spin multiplicity   3
HOMO (spin up / spin down)   -14.161 / -16.134 eV
Net charge   +1

Each line ends with the Mulliken spin population.
Geometry (Å):
C -0.54193 -1.62572 -1.25948  0.089
H -0.37605 -1.97745 0.95708  0.057
H 0.57726 2.64287 1.84434  0.046
H 1.18250 2.57209 0.19312  0.100
C 0.51639 2.02856 0.97230  0.056
H -0.59442 2.00708 0.60004  0.003
N 1.15645 0.81141 0.84887  0.927
N 0.34578 -0.27731 0.53786  0.648
H -1.28635 -0.90026 -1.60716  0.000
H 0.35573 -1.51808 -1.77457  0.006
C -0.29103 -1.25926 0.15537  0.065
H -1.04432 -2.50394 -1.46775  0.002

***

## b
This record from the OMol25 dataset describes a gas-phase ion, C3H7N2 (charge +1). The level of theory is ωB97M-V/def2-TZVPD.

LUMO energy (spin up / spin down)   -3.329 / -7.297 eV
<S²>   2.0097
HOMO-LUMO gap (spin up / spin down)   7.23 / 8.05 eV
Spin multiplicity   3
HOMO (spin up / spin down)   -10.554 / -15.345 eV
Net charge   +1

Each line ends with the Mulliken spin population.
Geometry (Å):
H -1.90802 1.10159 -0.03386  -0.003
H 3.30340 0.25942 -0.02582  0.033
N -0.02292 0.39116 -0.36329  0.165
C -0.81709 -0.48237 -0.03951  0.480
N -2.20466 0.13350 0.08430  -0.009
H 2.31212 -0.93070 1.06931  0.034
H -0.86929 -1.60418 0.09753  0.008
C 1.45529 0.45171 -0.38153  0.534
H 1.97065 1.19067 -1.06706  0.012
H -3.03747 -0.10367 -0.56191  0.023
C 2.41681 -0.27478 0.24706  0.720
H -2.59881 -0.13235 0.97477  0.003

***

Stability verdict: b, ahead by 0.0403 hartree

***

## a
This record from the OMol25 dataset describes a molecular structure, F12H2N6NaO25S12. The level of theory is ωB97M-V/def2-TZVPD.

LUMO energy   8.342 eV
HOMO-LUMO gap   6.09 eV
HOMO   2.248 eV
Net charge   -5

Each line ends with the natural charge from an NBO analysis.
Geometry (Å):
S -5.37504 9.61476 -7.99158  2.431
O -3.66365 6.24334 -2.59500  -0.859
S -5.73597 4.00692 -6.15321  2.427
H -0.45448 6.26431 -3.48367  0.470
F -5.26943 10.84940 -4.25326  -0.510
O -5.60129 7.47362 -4.44237  -0.935
N -7.82262 8.60187 -3.81174  -1.087
S -8.90556 7.54508 -4.51431  2.393
S -3.72641 5.39271 -1.43421  2.361
N -6.40130 8.68472 -8.62446  -1.046
F -4.92029 6.05802 -0.56396  -0.509
O -3.64080 11.73153 -5.86481  -0.870
S 1.29567 9.57767 -7.15509  2.432
F -3.49382 6.16233 -8.07435  -0.502
S -3.32245 3.36565 -2.41015  2.406
O 1.35975 9.10577 -5.77643  -0.927
O -1.00036 6.89735 -3.95005  -0.948
O -1.37352 10.65423 -7.91278  -0.863
O -8.36688 6.66879 -5.53266  -0.885
O -5.79400 4.58080 -4.83524  -0.927
F -4.34234 9.04434 -9.05033  -0.538
F -9.62762 8.63852 -5.48179  -0.517
F -7.33582 3.76044 -6.27689  -0.542
O -7.15520 6.32620 -2.85008  -0.918
O -1.47917 8.69374 -6.41425  -0.910
F -3.83550 1.81989 -2.19350  -0.578
N -3.05142 10.19321 -3.89040  -1.081
O -8.12478 10.63120 -9.27941  -0.953
O -3.42445 3.37405 -3.83410  -0.873
O -1.95639 3.33097 -1.89005  -0.956
S -0.98891 9.27719 -7.64056  2.361
O -3.90850 12.51753 -3.50498  -0.977
N -4.40277 3.83637 -1.51473  -1.040
O -5.17890 2.69156 -6.21590  -0.951
N -5.51363 5.01506 -7.22183  -1.052
O -9.93984 7.01975 -3.63475  -0.947
O -1.32783 11.25855 -2.16361  -0.925
O -3.26003 5.62338 -5.75209  -0.883
O -7.73362 10.09134 -6.82033  -0.869
S -3.74280 11.40477 -4.41980  2.421
Na -3.20565 7.80984 -4.71261  0.908
F -8.74945 8.48714 -8.41280  -0.522
F -0.62028 9.62538 -3.71058  -0.518
S -6.76958 7.55276 -3.54221  2.440
O -4.75175 9.29441 -6.73860  -0.908
S -1.52830 10.98439 -3.57297  2.341
O -0.86363 11.88379 -4.56339  -0.860
S -7.67265 9.69641 -8.22532  2.350
F -1.92487 8.53065 -8.74488  -0.491
N 0.54897 8.78499 -8.18751  -1.100
S -3.81385 5.03121 -6.95866  2.375
F -6.12462 8.40398 -2.36245  -0.529
F 2.72046 9.10816 -7.65674  -0.548
O 1.34351 10.98687 -7.48574  -0.940
H -0.41044 7.62563 -4.14457  0.487
O -2.62635 5.47100 -0.48907  -0.940
O -3.15998 3.89658 -7.57116  -0.929
O -5.33597 11.02327 -8.36041  -0.936

***

## b
This record from the OMol25 dataset describes a molecular structure, F12H2N6NaO25S12. The level of theory is ωB97M-V/def2-TZVPD.

LUMO energy   8.260 eV
HOMO-LUMO gap   6.40 eV
HOMO   1.858 eV
Net charge   -5

Each line ends with the natural charge from an NBO analysis.
Geometry (Å):
S -4.64654 0.09180 2.31611  2.380
N 0.29684 -3.24505 3.71309  -1.050
S 3.53821 2.61269 -0.84548  2.452
F 4.51766 1.38265 -0.50784  -0.506
O 2.26617 1.95147 -0.78007  -0.912
O -3.90965 2.61739 0.91638  -0.883
O -0.47410 1.37328 -2.00906  -0.934
O -0.02570 1.68096 -4.94233  -0.895
O -0.30862 -1.24096 1.98919  -0.895
O -4.01266 -1.04209 1.71189  -0.859
H -0.25205 3.53488 0.90649  0.486
S 3.26233 -3.97425 -0.16771  2.408
S -1.53160 2.20165 -2.57163  2.455
O -5.78513 0.62727 1.60052  -0.962
F -2.02386 2.93480 -1.21288  -0.523
N -1.06060 3.50112 -3.25532  -1.113
F 2.39311 5.00692 1.52371  -0.525
F 2.46721 -3.85846 4.22266  -0.543
S -0.54104 -1.84024 3.28948  2.383
S -3.12741 1.75412 1.76785  2.358
N -3.81992 1.08629 3.17212  -1.048
F 0.32122 3.96005 -5.24047  -0.514
F 3.67911 -5.42380 -0.65932  -0.539
S 3.26473 -1.84859 -1.52503  2.464
Na 0.34571 0.57036 0.27680  0.934
O 3.62964 6.06793 -0.20167  -0.969
F -2.28865 2.76131 2.68015  -0.533
O -3.46496 -4.18627 -0.49336  -0.945
S 2.90547 4.83461 0.01222  2.398
O -0.99922 -1.00688 4.35587  -0.921
O 0.24698 2.79002 1.25603  -0.948
F -1.81533 -2.73439 2.93753  -0.499
S -2.23322 -1.98362 -1.72600  2.401
O 2.04426 -4.30535 0.50604  -0.883
F -1.32822 -1.35761 -2.94521  -0.522
O -2.04153 0.95856 1.23311  -0.876
S 1.64880 -2.50462 3.93381  2.403
H 0.42093 3.01747 2.17314  0.469
S -0.77531 2.91438 -4.81066  2.407
O 1.82238 -1.75252 5.15283  -0.968
O 2.47536 -1.07867 -0.62263  -0.927
F 2.78846 -1.30052 -2.92910  -0.511
O 2.30891 -2.03087 2.73405  -0.897
O 4.02682 3.01006 -2.14613  -0.956
S -2.03632 -4.15702 -0.69004  2.432
F -1.70085 -5.63017 -1.24008  -0.554
O 1.67236 4.65514 -0.72556  -0.874
O -1.85240 3.17176 -5.76234  -0.961
O 4.42479 -3.50878 0.53140  -0.916
F -5.49337 -0.57818 3.57340  -0.568
N 3.96955 3.55327 0.32876  -1.100
N -1.41774 -3.43003 -1.89578  -1.086
O 4.67845 -1.57459 -1.63098  -0.979
O -2.70693 1.55604 -3.08465  -0.913
N 2.95090 -3.37517 -1.75870  -1.107
O -3.57846 -1.99330 -2.24835  -0.922
O -1.90571 -1.06551 -0.67395  -0.878
O -1.20922 -4.15078 0.48772  -0.917

***

Stability verdict: b, ahead by 0.1590 hartree

***

## a
This record from the OMol25 dataset describes 4 unconnected molecules or ions with the total composition C2H12O3S2. The level of theory is ωB97M-V/def2-TZVPD.

Structure (SMILES)   CCSS.O.O.O
LUMO energy   0.244 eV
HOMO-LUMO gap   8.71 eV
HOMO   -8.465 eV
Net charge   0

Each line ends with the natural charge from an NBO analysis.
Geometry (Å):
H -0.16203 -1.92548 -0.99090  0.221
S -2.10181 2.15742 -0.21263  -0.164
H 1.18738 2.07412 -1.02358  0.500
H 0.72986 1.65920 1.34501  0.493
O 2.28764 -1.03140 1.62093  -0.937
C -1.28300 -2.02631 -0.74441  -0.665
C -1.43059 -1.04375 0.38180  -0.509
H -1.80196 -1.45568 1.33548  0.221
H 3.17627 -0.64147 1.55431  0.473
H -1.59336 -1.97248 -1.80459  0.246
H -0.53772 -0.53351 0.70576  0.223
H 2.28495 -1.10090 2.59512  0.479
H 1.72276 0.54447 0.70771  0.501
S -2.75109 0.21248 -0.07928  0.042
H 1.25900 2.26363 -2.51035  0.462
H -1.48793 2.32027 -1.39713  0.162
O 0.61309 2.06344 -1.82253  -0.974
O 1.46402 1.47723 0.75524  -0.992
H -1.57547 -3.04129 -0.41596  0.216

***

## b
This record from the OMol25 dataset describes 4 unconnected molecules or ions with the total composition C2H12O3S2. The level of theory is ωB97M-V/def2-TZVPD.

Structure (SMILES)   CSSC.O.O.O
LUMO energy   0.487 eV
HOMO-LUMO gap   9.18 eV
HOMO   -8.698 eV
Net charge   0

Each line ends with the natural charge from an NBO analysis.
Geometry (Å):
H 2.22685 -0.40351 0.76872  0.223
C 1.78112 1.22436 -1.68039  -0.778
H -0.82401 1.66710 1.18981  0.499
H 2.63962 0.59509 -1.47505  0.239
H -2.32544 0.99601 -0.53725  0.468
S 0.31878 0.22466 -1.71134  0.094
C 1.47522 -1.19115 0.77856  -0.722
H -2.59293 -0.23930 0.41242  0.505
H -1.56501 -1.96083 -0.36004  0.511
H -0.63508 1.87653 2.76274  0.470
O -0.18645 1.69606 1.87885  -0.981
O -2.24587 0.70310 0.38118  -1.007
H 1.59078 2.05944 -1.00151  0.234
S 1.22201 -1.53611 -1.01272  0.034
H 1.98341 1.59028 -2.68736  0.222
H 2.12567 -2.09991 1.14361  0.225
H -3.07510 -2.45897 -0.00905  0.493
O -2.48055 -1.72416 -0.08476  -0.967
H 0.56697 -1.01870 1.24359  0.236

***

Stability verdict: b, ahead by 0.0138 hartree